30
Properties=species:S:1:pos:R:3:forces:R:3:nbo_charge:R:1 method="wB97M-V/def2-TZVPD" de_lowest_kcal_mol=71.72 smiles=Cc1ccccc1.Cc1ccccc1 homo_energy_ev=-9.1 lumo_energy_ev=0.85 homo_lumo_gap_ev=9.967
C 2.940 2.423 -3.037 -0.84 1.43 -0.63 -0.619
C 3.196 1.384 -2.021 0.20 2.41 -2.24 -0.028
C 2.159 1.135 -1.217 0.00 -3.11 0.99 -0.212
C 2.121 0.042 -0.402 0.01 0.10 2.27 -0.200
C 3.382 -0.567 -0.143 -1.23 -1.48 -0.11 -0.240
C 4.485 -0.083 -0.800 4.18 -1.04 1.06 -0.197
C 4.410 0.935 -1.731 2.77 -1.02 0.12 -0.207
H 3.659 3.223 -2.983 0.27 0.57 0.25 0.212
H 1.924 2.811 -2.809 0.68 0.23 -0.51 0.204
H 2.942 2.191 -4.108 -0.02 -0.79 0.28 0.225
H 1.485 1.871 -1.222 -3.49 2.01 -0.09 0.197
H 1.170 -0.085 0.206 1.53 -0.41 -0.67 0.217
H 3.495 -1.495 0.454 -0.26 0.92 -0.16 0.221
H 5.618 -0.479 -0.544 -3.22 0.78 -0.53 0.211
H 5.319 1.397 -2.157 -0.60 -0.61 -0.01 0.214
C -3.478 0.901 2.584 -0.44 1.58 1.71 -0.622
C -3.431 -0.420 1.872 4.18 3.90 -1.19 -0.068
C -4.098 -1.497 2.180 -3.43 -2.51 2.11 -0.199
C -3.993 -2.654 1.381 -2.64 -0.90 2.30 -0.218
C -3.108 -2.670 0.423 3.54 -0.96 -3.59 -0.215
C -2.217 -1.580 0.117 -0.93 -1.54 0.83 -0.221
C -2.378 -0.485 0.883 2.05 1.95 -0.41 -0.185
H -2.397 1.303 2.886 -2.34 -1.03 -0.52 0.223
H -4.143 0.736 3.556 1.40 0.89 -1.94 0.214
H -3.925 1.746 1.899 0.63 -1.67 1.42 0.227
H -4.764 -1.502 3.103 0.69 0.08 -1.44 0.211
H -4.637 -3.567 1.520 0.79 1.18 0.26 0.219
H -2.897 -3.628 -0.073 -0.36 0.47 -0.16 0.207
H -1.379 -1.692 -0.558 -0.18 -0.07 -0.11 0.218
H -1.460 0.305 0.740 -2.93 -1.35 0.70 0.208


30
Properties=species:S:1:pos:R:3:forces:R:3:nbo_charge:R:1 method="wB97M-V/def2-TZVPD" de_lowest_kcal_mol=15.20 smiles=Cc1ccccc1.Cc1ccccc1 homo_energy_ev=-9.0 lumo_energy_ev=0.85 homo_lumo_gap_ev=9.893
C -1.156 2.112 -3.801 1.04 -1.14 -0.20 -0.643
C -0.152 2.418 -2.712 -0.26 -0.21 -0.57 -0.004
C -0.169 1.756 -1.490 -0.25 0.36 0.09 -0.221
C 0.787 2.028 -0.526 -0.12 0.24 0.38 -0.203
C 1.721 3.033 -0.731 -0.45 0.04 -0.07 -0.222
C 1.643 3.778 -1.899 1.69 -0.93 -0.85 -0.204
C 0.822 3.382 -2.950 -0.39 0.56 0.93 -0.219
H -0.617 1.953 -4.737 0.06 0.93 -0.28 0.219
H -1.906 2.891 -3.871 -0.28 -0.19 -0.22 0.225
H -1.528 1.084 -3.741 -0.74 0.36 0.76 0.217
H -0.997 1.098 -1.247 0.18 -0.23 -0.17 0.210
H 0.740 1.512 0.422 0.13 -0.17 0.04 0.214
H 2.502 3.239 -0.013 -0.10 0.04 0.13 0.213
H 2.498 4.412 -2.129 -0.42 0.46 0.15 0.207
H 0.881 3.912 -3.891 -0.08 -0.12 -0.10 0.210
C 0.602 -3.280 0.324 0.00 0.45 0.80 -0.626
C 0.004 -2.723 1.609 0.09 -0.83 -1.04 0.004
C -1.382 -2.610 1.668 -0.59 1.59 0.79 -0.231
C -2.005 -2.187 2.846 0.76 -0.34 -0.27 -0.195
C -1.225 -2.013 3.978 -0.32 -0.27 0.41 -0.229
C 0.148 -2.196 3.938 -0.04 0.61 -0.26 -0.196
C 0.781 -2.463 2.725 -0.50 -0.32 0.81 -0.227
H 0.065 -2.859 -0.522 0.29 -0.01 -0.24 0.215
H 0.473 -4.362 0.314 -0.03 -0.06 -0.06 0.220
H 1.674 -3.078 0.303 -0.10 0.09 -0.35 0.213
H -2.009 -2.536 0.789 0.24 -0.75 -0.36 0.209
H -3.069 -2.000 2.868 -0.07 -0.01 0.02 0.211
H -1.697 -1.755 4.915 -0.01 0.08 0.09 0.209
H 0.714 -2.030 4.846 0.13 -0.05 -0.08 0.211
H 1.858 -2.515 2.717 0.16 -0.15 -0.28 0.212


no.,E (eV)
1,-14774.6554
2,-14777.1063